1.
Here is the molecule C6H11N from the OMol25 dataset. Energies are from ωB97M-V/def2-TZVPD.

Calculated values
- energy above the lowest of the compared OMol25 structures with the same formula, charge and spin (eV) = 1.256
- E (a.u.) = -289.9255
- charge = 0
- Kohn-Sham gap (eV) = 9.313
- structure (SMILES) = C/C=C/C/C=C/N
- E_LUMO (eV) = 1.20

XYZ file:
```
18
Properties=species:S:1:pos:R:3:mulliken_charge:R:1
C -1.00 0.90 3.04 -1.174
C -0.46 -0.15 2.09 -0.084
C -0.54 -0.04 0.77 -0.243
C 0.01 -1.09 -0.18 -0.590
C 0.04 -0.62 -1.61 -0.494
C 1.10 -0.02 -2.15 -0.035
N 1.11 0.63 -3.38 -0.529
H -0.19 1.39 3.59 0.283
H -1.57 1.66 2.52 0.305
H -1.64 0.42 3.78 0.311
H 0.03 -0.97 2.60 0.329
H -1.05 0.85 0.40 0.254
H 0.99 -1.40 0.18 0.345
H -0.64 -1.96 -0.07 0.280
H -0.89 -0.68 -2.16 0.277
H 2.01 0.08 -1.57 0.288
H 2.05 0.84 -3.70 0.239
H 0.63 0.15 -4.13 0.239
```

---

2.
Here is the molecule C6H11N from the OMol25 dataset. Energies are from ωB97M-V/def2-TZVPD.

Calculated values
- energy above the lowest of the compared OMol25 structures with the same formula, charge and spin (eV) = 3.129
- E (a.u.) = -289.8567
- charge = 0
- Kohn-Sham gap (eV) = 8.413
- structure (SMILES) = C=C/C(=C/C)NC
- E_LUMO (eV) = 1.01

XYZ file:
```
18
Properties=species:S:1:pos:R:3:mulliken_charge:R:1
C 1.68 -1.41 0.86 -0.648
C 0.36 -1.28 0.66 -0.603
C -0.32 -0.25 -0.18 0.533
C -0.19 -0.40 -1.52 -0.246
C -0.38 0.67 -2.54 -1.259
N -0.59 0.97 0.55 -0.221
C -0.41 1.16 1.98 -0.844
H 1.83 -2.26 1.56 0.240
H 2.49 -0.69 0.82 0.335
H -0.39 -1.84 1.26 0.383
H -0.31 -1.45 -1.78 0.299
H -0.30 0.40 -3.57 0.353
H 0.16 1.58 -2.31 0.305
H -1.37 1.12 -2.36 0.282
H -1.04 1.79 0.18 0.261
H -0.95 0.33 2.56 0.273
H -1.04 2.02 2.14 0.339
H 0.64 0.99 2.32 0.219
```

---

3.
Here is the molecule C6H11N from the OMol25 dataset. Energies are from ωB97M-V/def2-TZVPD.

Calculated values
- energy above the lowest of the compared OMol25 structures with the same formula, charge and spin (eV) = 3.154
- E (a.u.) = -289.8558
- charge = 0
- Kohn-Sham gap (eV) = 8.244
- structure (SMILES) = C=CC(N)=C(C)C
- E_LUMO (eV) = 0.62

XYZ file:
```
18
Properties=species:S:1:pos:R:3:mulliken_charge:R:1
C -2.77 0.44 -0.22 -0.654
C -1.46 0.62 -0.66 -0.383
C -0.41 0.34 0.31 0.567
N -0.92 -0.14 1.64 -0.598
C 0.80 -0.08 -0.17 0.352
C 2.03 0.02 0.82 -1.213
C 1.13 -0.54 -1.55 -1.359
H -3.49 -0.06 -0.80 0.266
H -3.08 0.45 0.89 0.207
H -1.22 0.82 -1.75 0.352
H -1.08 0.74 2.19 0.253
H -0.25 -0.63 2.25 0.293
H 2.58 -0.97 0.73 0.302
H 1.75 0.38 1.85 0.299
H 2.71 0.73 0.38 0.345
H 1.67 -1.53 -1.67 0.330
H 0.20 -0.65 -2.09 0.310
H 1.82 0.07 -2.13 0.330
```

---

4.
Here is a structure of composition C6H11N from the OMol25 dataset. Energies are from ωB97M-V/def2-TZVPD.

Calculated values
- energy above the lowest of the compared OMol25 structures with the same formula, charge and spin (eV) = 2.308
- E (a.u.) = -289.8868
- charge = 0
- Kohn-Sham gap (eV) = 10.891
- E_LUMO (eV) = 0.90

XYZ file:
```
18
Properties=species:S:1:pos:R:3:mulliken_charge:R:1
C -2.50 -0.21 -1.06 -1.236
C -1.49 -0.05 0.08 -0.359
C -0.05 -0.28 -0.38 -0.788
C 0.98 -0.15 0.73 0.615
C 2.45 -0.25 0.32 -1.379
C 1.24 1.16 1.22 0.010
N 1.42 2.28 1.59 -0.545
H -3.53 -0.05 -0.71 0.362
H -2.31 0.51 -1.86 0.315
H -2.45 -1.22 -1.50 0.313
H -1.58 0.96 0.51 0.347
H -1.73 -0.76 0.89 0.299
H 0.05 -1.28 -0.81 0.350
H 0.20 0.43 -1.19 0.312
H 0.76 -0.83 1.56 0.410
H 2.61 -0.73 -0.65 0.367
H 2.74 1.13 0.25 0.266
H 3.18 -0.66 1.01 0.342
```

---

5.
Here is a structure of composition C6H11N from the OMol25 dataset. Energies are from ωB97M-V/def2-TZVPD.

Calculated values
- energy above the lowest of the compared OMol25 structures with the same formula, charge and spin (eV) = 1.122
- E (a.u.) = -289.9304
- charge = 0
- Kohn-Sham gap (eV) = 10.172
- E_LUMO (eV) = 1.06

XYZ file:
```
18
Properties=species:S:1:pos:R:3:mulliken_charge:R:1
C 0.69 0.10 0.02 0.066
C -0.25 1.35 -0.03 -0.825
C -1.64 0.60 -0.05 -0.751
C -1.12 -0.83 -0.03 -0.302
C 0.06 -0.80 -1.03 -0.530
C -0.05 -0.75 1.11 -0.599
H 2.54 -0.66 -0.17 0.311
H 2.46 0.73 0.79 0.291
H -0.13 1.93 -0.92 0.357
H 0.01 1.91 0.91 0.352
H -2.19 0.84 -0.97 0.316
H -2.30 0.90 0.80 0.330
H -1.89 -1.63 0.09 0.389
H 0.56 -1.78 -1.02 0.350
H -0.05 -0.47 -2.08 0.289
H 0.52 -1.66 1.23 0.313
H -0.36 -0.32 2.06 0.276
N 2.09 0.32 -0.09 -0.630
```

---

6.
Here is the molecule C6H11N from the OMol25 dataset. Energies are from ωB97M-V/def2-TZVPD.

Calculated values
- energy above the lowest of the compared OMol25 structures with the same formula, charge and spin (eV) = 0.167
- E (a.u.) = -289.9656
- charge = 0
- Kohn-Sham gap (eV) = 12.339
- structure (SMILES) = CCC(C#N)CC
- E_LUMO (eV) = 0.95

XYZ file:
```
18
Properties=species:S:1:pos:R:3:mulliken_charge:R:1
C -2.57 0.22 0.10 -1.137
C -1.27 -0.51 -0.28 -0.619
C 0.02 0.07 0.31 0.450
C 0.07 1.53 0.09 0.191
N 0.08 2.67 -0.12 -0.511
C 1.23 -0.61 -0.34 -0.684
C 2.57 -0.17 0.22 -1.238
H -3.33 -0.46 0.49 0.331
H -2.99 0.69 -0.79 0.279
H -2.42 1.02 0.84 0.340
H -1.32 -1.56 0.02 0.353
H -1.15 -0.50 -1.37 0.309
H 0.05 -0.09 1.39 0.236
H 1.10 -1.69 -0.22 0.369
H 1.18 -0.41 -1.42 0.326
H 2.64 -0.39 1.29 0.306
H 3.39 -0.70 -0.28 0.359
H 2.72 0.90 0.08 0.338
```

---

7.
Here is the molecule C6H11N from the OMol25 dataset. Energies are from ωB97M-V/def2-TZVPD.

Calculated values
- energy above the lowest of the compared OMol25 structures with the same formula, charge and spin (eV) = 1.891
- E (a.u.) = -289.9022
- charge = 0
- Kohn-Sham gap (eV) = 8.974
- structure (SMILES) = C=CC/C(C)=C/N
- E_LUMO (eV) = 0.99

XYZ file:
```
18
Properties=species:S:1:pos:R:3:mulliken_charge:R:1
C 0.34 1.58 1.77 -0.783
C 1.38 1.47 0.92 -0.179
C 1.30 0.51 -0.26 -0.806
C 0.09 -0.39 -0.46 0.271
C 0.39 -1.87 -0.58 -1.449
C -1.15 0.05 -0.61 0.060
N -2.33 -0.69 -0.81 -0.575
H 0.25 2.47 2.39 0.251
H -0.47 0.88 1.81 0.308
H 2.19 2.19 0.93 0.347
H 1.37 1.04 -1.22 0.348
H 2.33 0.12 -0.19 0.332
H 1.30 -2.18 -1.12 0.351
H 0.42 -2.50 0.33 0.264
H -0.43 -2.34 -1.15 0.399
H -1.33 1.13 -0.64 0.415
H -2.55 -1.43 -0.16 0.205
H -3.09 -0.05 -0.95 0.240
```

---

8.
Here is the molecule C6H11N from the OMol25 dataset. Energies are from ωB97M-V/def2-TZVPD.

Calculated values
- energy above the lowest of the compared OMol25 structures with the same formula, charge and spin (eV) = 7.826
- E (a.u.) = -289.6841
- charge = 0
- Kohn-Sham gap (eV) = 5.043
- E_LUMO (eV) = -1.10

XYZ file:
```
18
Properties=species:S:1:pos:R:3:mulliken_charge:R:1
C -2.44 -0.18 0.92 -0.965
N -1.24 1.70 -0.95 -0.580
C -0.42 0.81 -0.04 0.758
C -1.00 0.03 0.97 -0.316
C 3.02 -1.03 -0.28 -1.003
C 1.60 -0.85 -0.17 -0.427
C 0.94 0.51 -0.39 -0.534
H -2.62 -0.85 0.01 0.230
H -2.75 -0.77 1.86 0.290
H -3.14 0.76 0.71 0.238
H -2.10 2.08 -0.48 0.218
H -0.59 2.37 -1.31 0.271
H -0.53 -0.57 1.73 0.462
H 3.49 -1.26 -1.18 0.259
H 3.51 -1.17 0.68 0.249
H 1.90 -1.16 -1.27 0.219
H 0.83 -1.51 0.29 0.380
H 1.56 1.10 -1.10 0.250
```

---

The lowest Kohn-Sham gap belongs to which entry?
number 8